Below is 27 unconnected molecules or ions with the total composition C78H219N9O36, with properties calculated with ωB97M-V/def2-TZVPD.

For the highest occupied orbital energy, the calculation gives -8.417 eV. The calculation puts the frontier orbital gap at 8.16 eV. The strongest force on any atom comes out at 3.068 eV/Å. As for the LUMO energy: -0.253 eV.

XYZ file:
```
342
Properties=species:S:1:pos:R:3:forces:R:3
O -27.277 -10.708 14.464 0.4094 1.0788 0.2112
O -19.412 -13.367 20.950 0.1389 0.3780 -0.3032
O -16.656 -15.848 13.489 -0.4183 0.0574 -0.0926
O -18.444 -15.211 22.906 0.6693 -1.1984 -0.1212
O -22.861 -17.117 24.251 1.4398 -1.0065 0.6651
O -23.501 -22.221 13.718 0.3256 -0.3378 -0.8034
O -16.499 -16.366 18.543 0.2551 0.3128 1.8135
O -21.308 -16.927 10.104 0.4485 0.4935 0.3526
O -21.347 -22.065 8.499 -2.4332 1.2420 1.3958
O -28.804 -19.477 12.351 0.3057 0.1840 0.5018
O -23.480 -12.977 10.005 1.1027 -1.7301 0.1203
O -25.662 -11.556 18.984 1.0592 0.5640 0.5813
O -24.052 -14.088 19.323 -0.8332 0.0438 0.0538
O -23.598 -11.693 23.124 -0.2330 -1.2570 0.0713
O -26.903 -19.165 19.310 -1.5600 1.5580 -0.6321
O -17.670 -19.722 16.256 -0.9217 0.5447 -1.0991
O -21.320 -14.621 11.874 0.2215 0.2063 0.1168
O -30.701 -10.214 18.373 -0.3706 0.2393 -0.6459
O -25.362 -15.199 15.036 0.7125 0.6353 -0.6947
O -21.117 -22.270 18.761 1.1546 -0.0304 1.5205
O -28.731 -13.028 14.385 -0.6076 -0.5176 0.9999
O -22.550 -19.315 13.614 -0.3752 -1.6454 0.1874
O -26.189 -12.523 9.699 -0.0381 -0.0829 0.0057
O -30.781 -14.697 19.361 -1.2515 1.1341 0.4552
O -23.878 -17.957 9.375 -0.1020 0.4632 -0.6384
O -26.729 -20.182 15.710 -2.1749 0.8444 -0.4750
O -23.717 -21.777 21.973 0.4654 -0.2466 -1.1644
O -17.910 -21.160 21.139 -0.0349 0.5553 1.5473
O -14.575 -22.655 18.784 0.2497 0.5893 -1.2609
O -20.756 -10.126 17.078 0.8762 0.1687 -0.4151
O -25.237 -15.419 24.116 -1.6097 -0.0358 -0.2735
O -21.008 -14.150 14.443 -0.2648 0.1325 1.6388
O -28.669 -14.180 21.117 -1.5633 0.3569 -0.2167
O -25.053 -22.223 16.145 0.3213 -0.8343 -0.7931
O -23.348 -10.633 17.377 0.1390 0.0935 -0.5360
O -21.942 -17.162 17.944 -0.5599 -0.1594 -0.6498
N -18.122 -18.173 13.859 -0.5567 -0.6284 0.2028
N -26.145 -15.092 21.196 0.2374 -1.5284 -0.5802
N -15.170 -21.071 20.967 -0.0515 0.2446 -1.2412
N -27.911 -11.586 17.372 0.4716 0.2121 -0.7882
N -21.030 -11.065 22.232 0.4386 0.6129 0.3168
N -22.490 -16.691 14.190 -2.2296 0.6095 1.0411
N -22.133 -19.805 10.611 1.3060 0.5230 1.5117
N -29.415 -20.884 14.677 0.3362 -0.1138 -0.0889
N -23.870 -21.062 18.414 -1.4924 0.9247 -1.1520
C -22.616 -20.698 17.787 1.2544 -1.1509 0.7661
C -24.925 -12.163 23.388 0.1758 1.5275 -0.0354
C -21.873 -12.011 21.500 0.9591 1.0610 0.2643
C -23.713 -16.259 13.436 0.6124 -1.4970 0.1029
C -24.642 -15.382 19.135 -0.2670 -0.2262 1.0825
C -28.476 -18.655 11.258 -0.3243 -0.4344 -0.4792
C -21.574 -15.020 24.052 0.4812 -0.9945 0.1119
C -21.793 -21.992 17.564 0.1162 -0.4361 0.0047
C -26.097 -15.436 19.733 1.7062 1.8297 -0.4520
C -28.873 -11.821 18.469 0.9695 1.2848 -1.2087
C -29.189 -16.020 18.295 -0.3305 -1.2436 -0.1829
C -24.451 -16.653 9.169 0.5169 -0.6190 -0.0635
C -23.307 -11.687 21.742 -0.3927 -0.2124 -0.4840
C -19.367 -12.419 14.476 0.2892 -0.4455 1.6838
C -25.366 -15.389 25.551 0.5696 -0.2962 0.3605
C -20.061 -22.236 8.079 1.5500 -0.8850 -0.4113
C -22.827 -12.002 7.871 0.1070 -0.7301 0.1320
C -17.163 -20.567 22.260 -0.6593 -1.7211 -0.4785
C -13.499 -21.872 19.400 -1.3666 -1.4336 -0.3590
C -30.356 -11.594 18.166 0.4163 -0.1790 1.4635
C -18.263 -20.358 15.063 -0.5325 1.3043 0.8806
C -17.648 -16.222 22.229 -0.3272 0.7479 0.3821
C -26.848 -10.041 15.647 -1.1828 -1.2311 1.9967
C -27.975 -19.709 16.338 0.0653 -0.7264 -0.5869
C -17.622 -20.475 17.450 0.4203 -0.9410 -0.8286
C -21.270 -21.002 10.816 -1.3402 0.6388 -0.6527
C -21.608 -22.185 9.912 1.0355 -0.7964 0.2987
C -19.018 -19.281 14.194 1.5186 -0.8270 0.8430
C -23.358 -10.720 9.931 1.2440 0.9967 -0.1892
C -17.792 -16.106 12.651 0.0367 0.5588 0.8904
C -20.850 -17.647 18.691 -0.0360 -0.2255 -0.2952
C -13.899 -21.726 20.833 0.6470 0.1536 1.1463
C -32.093 -9.875 18.223 0.3133 -0.4541 0.7740
C -26.291 -16.322 21.962 0.1446 -0.2809 1.6254
C -26.401 -16.075 23.505 0.6942 -0.2568 -0.9008
C -19.248 -20.717 21.074 -0.6981 0.7769 -1.1594
C -24.973 -20.074 22.947 -0.9471 -0.4565 -0.0061
C -29.239 -19.644 15.416 1.2652 -0.4519 0.2462
C -31.405 -15.279 17.087 0.2543 0.2834 0.3918
C -21.678 -11.855 13.969 -0.9689 -0.7838 0.2949
C -17.461 -15.362 16.720 0.1019 0.3331 -1.3201
C -21.628 -17.153 16.544 -1.3054 0.1946 -0.3720
C -24.418 -18.683 10.461 1.1464 -0.6795 0.5277
C -19.174 -13.694 19.574 0.0231 0.1016 0.1835
C -26.390 -10.576 13.378 -0.1285 -0.8019 -0.1375
C -14.437 -22.779 17.352 0.4370 0.0305 0.3157
C -22.418 -16.315 22.090 -0.1416 0.7824 -0.6514
C -29.016 -13.079 12.062 0.0584 -1.4694 -0.2504
C -26.248 -19.303 14.721 1.6582 1.0843 -0.3508
C -18.863 -12.085 21.397 -0.0404 -1.0416 -0.0214
C -16.346 -15.608 21.630 -1.4136 -0.8406 -0.0185
C -27.986 -10.286 16.704 0.4717 -0.0387 -0.2139
C -22.788 -13.985 18.666 -0.4632 -0.2969 0.2704
C -28.363 -13.787 13.261 -0.1758 -0.3087 0.0106
C -22.696 -11.962 9.407 -0.5939 0.1652 -0.2888
C -24.434 -14.984 13.875 -0.7953 -0.8052 1.0165
C -20.148 -23.353 18.744 -1.3978 1.4540 -0.8132
C -23.563 -19.986 10.651 -0.9263 0.2445 -1.6423
C -26.076 -20.269 19.258 2.6252 0.0549 0.5689
C -20.798 -12.801 14.825 -0.3256 1.8478 -2.2016
C -15.602 -15.206 12.808 -0.1776 0.0119 0.0652
C -28.702 -15.291 13.497 -0.0886 1.2666 -0.7612
C -21.844 -16.450 23.470 -1.7462 1.6663 -0.0203
C -28.082 -19.344 20.086 0.7127 -1.0438 0.5270
C -24.087 -21.296 23.234 -0.1501 1.5017 0.3012
C -30.679 -15.680 18.392 0.7576 -0.0667 -0.9185
C -30.368 -20.798 13.586 0.2720 -0.8975 -0.3495
C -19.670 -11.513 22.580 -0.5042 -0.7376 -1.6368
C -15.815 -21.235 22.237 1.0891 0.8278 0.0185
C -15.409 -16.842 16.458 0.4159 0.6590 -1.2333
C -18.815 -16.983 13.383 1.0807 0.1037 -0.3777
C -22.886 -20.818 24.028 0.8222 0.2994 -0.0434
C -25.689 -13.946 15.686 1.4496 -0.3477 -0.5177
C -24.719 -19.864 18.568 -0.9635 -0.5394 0.4271
C -30.181 -19.625 12.634 -0.3140 0.1472 0.0996
C -18.491 -17.049 21.233 -0.0950 0.1689 0.2407
C -22.864 -16.723 15.646 1.7654 0.2766 0.5582
C -16.694 -16.576 17.186 -0.7005 0.0591 -0.3239
H -17.487 -20.910 14.532 0.0797 0.1622 -0.1446
H -19.990 -23.227 7.632 0.3135 -0.2528 -0.1226
H -19.307 -22.186 8.865 -0.0074 0.0783 0.3068
H -31.371 -20.926 13.994 -0.2801 0.7330 -0.1262
H -15.182 -20.747 22.979 0.0275 0.2249 0.2693
H -18.592 -20.850 17.774 -0.2836 0.1222 0.0135
H -17.579 -20.876 23.219 -0.6681 -0.0044 0.0484
H -27.724 -14.325 21.158 1.3559 -0.1492 0.2401
H -23.736 -17.366 15.761 0.1979 -0.4436 -0.0041
H -21.380 -15.454 11.407 0.3168 -0.5930 -0.5524
H -23.740 -16.761 24.102 0.0891 0.6773 -0.4403
H -19.121 -11.364 14.599 -0.3093 0.0425 -0.0854
H -20.923 -17.028 23.395 -0.1503 -0.2288 0.6840
H -26.128 -18.287 15.098 -0.0382 0.2413 0.5331
H -27.276 -13.734 13.204 0.3390 -0.0697 -0.4503
H -24.123 -10.819 17.907 -0.7547 -0.5255 0.7504
H -24.003 -20.543 11.478 0.6043 0.0499 0.4067
H -14.466 -21.828 16.820 -0.1286 0.3619 0.2632
H -24.169 -19.131 19.158 -0.1977 0.2731 0.6130
H -28.747 -13.555 11.120 0.3552 0.1023 -0.1720
H -19.889 -18.970 14.771 -0.2393 0.0633 -0.0151
H -18.664 -14.570 22.226 -0.3964 0.3900 -0.3663
H -21.634 -13.038 21.776 -0.2008 -0.2154 -0.2709
H -23.397 -10.658 11.018 -0.3016 -0.5138 0.0202
H -16.980 -21.328 17.231 0.0430 -0.4521 0.3973
H -18.473 -15.343 17.126 0.0906 0.0956 0.2865
H -22.734 -9.864 9.672 -0.5200 0.4466 -0.5114
H -25.857 -20.392 22.395 -0.0074 -0.0826 -0.1707
H -17.565 -15.406 15.636 -0.1429 -0.1576 -0.1142
H -24.919 -19.303 17.655 0.0380 -0.6366 -0.5693
H -29.051 -14.984 21.467 -0.0591 -0.1804 0.4403
H -23.754 -20.581 9.758 -0.9454 -0.2392 -0.1928
H -21.149 -17.774 19.732 0.0284 0.4877 0.0228
H -24.369 -17.126 13.366 -0.5651 -0.0008 0.6263
H -15.730 -21.501 20.245 -0.5608 0.1430 -0.0306
H -19.990 -16.994 18.541 0.2220 0.1676 0.3997
H -24.594 -22.095 16.976 0.2736 0.1924 0.8257
H -23.893 -12.054 7.647 -0.1212 0.4598 -0.1678
H -21.819 -15.973 13.955 0.4086 0.0258 0.7162
H -23.670 -21.412 19.340 0.1082 -0.1335 0.2104
H -24.632 -22.117 23.699 -0.2097 0.2878 0.6401
H -32.467 -15.123 17.279 -0.0524 -0.1603 0.1681
H -21.676 -10.382 17.005 -0.2950 -0.3393 0.2707
H -19.279 -16.465 20.757 0.6073 0.5540 -0.5389
H -13.414 -20.869 18.980 0.1658 -0.1332 -0.5135
H -22.682 -18.414 13.909 0.4395 0.9406 0.1475
H -19.256 -16.435 14.216 -0.2756 0.2600 0.0204
H -15.803 -22.282 22.540 -0.6845 -0.3710 0.0787
H -14.811 -17.703 16.757 -0.4109 -0.2155 0.2073
H -23.332 -16.288 12.415 -0.2819 1.0966 -0.3076
H -21.721 -15.804 21.427 0.2425 -0.3281 -0.3018
H -20.658 -24.278 18.476 0.1101 -0.2526 0.1387
H -28.238 -15.637 14.420 -0.0465 0.0175 -0.0694
H -20.206 -20.776 10.749 -0.0786 0.5177 -0.1958
H -20.788 -14.246 13.513 -0.0338 0.0749 -0.5662
H -30.619 -18.744 13.104 0.1437 0.5511 -0.2816
H -21.578 -10.797 14.211 0.3668 -0.0660 -0.0018
H -18.738 -11.405 20.554 -0.5711 0.2147 -0.1205
H -26.768 -12.769 8.978 -0.1282 -0.1672 -0.2554
H -22.626 -20.061 16.902 -0.8603 -0.3618 -0.2461
H -21.889 -19.270 9.790 0.0666 -0.2171 0.0663
H -23.108 -21.374 13.505 0.1364 0.4991 0.1397
H -30.274 -21.673 12.943 0.3838 -0.3841 0.2886
H -30.607 -11.976 17.176 -0.3711 0.0343 -0.0377
H -25.046 -12.246 24.468 0.1111 -0.1840 -0.0858
H -17.172 -19.477 22.263 0.2555 0.0508 -0.5425
H -18.812 -12.949 15.250 0.8392 -0.1567 -0.4299
H -25.458 -12.440 19.289 0.4748 -0.4183 0.1711
H -24.892 -16.285 25.952 -0.4688 -0.4315 0.0812
H -25.086 -14.660 13.064 0.2893 0.4563 -0.1885
H -13.131 -21.151 21.350 0.2220 0.2507 0.0128
H -23.516 -9.768 17.003 -0.1246 0.3275 -0.0945
H -29.990 -14.692 19.905 0.2586 0.3690 0.0090
H -31.058 -14.337 16.661 0.3663 0.0247 0.1174
H -19.863 -20.680 21.974 0.5410 -0.2862 0.6383
H -21.310 -18.151 16.245 0.1821 -0.1269 -0.1008
H -20.820 -16.437 16.391 0.2174 0.0728 -0.2809
H -17.147 -19.937 18.270 -0.1276 0.4325 -0.2434
H -17.724 -17.915 14.751 0.5635 0.0336 0.0550
H -13.883 -22.685 21.351 -0.1046 -0.5788 -0.0954
H -28.914 -10.204 16.139 -0.2953 0.3643 0.0680
H -19.455 -23.075 17.949 0.5526 -0.4223 0.1473
H -25.245 -19.610 14.424 0.2071 -0.3700 0.3716
H -26.347 -9.553 13.002 -0.1049 -0.0065 -0.1825
H -15.362 -15.794 11.922 0.7130 -0.2334 0.1115
H -22.110 -20.094 18.540 0.7819 0.0745 -0.1218
H -13.494 -23.243 17.063 0.3819 -0.0687 0.3080
H -29.119 -18.797 14.740 -0.1147 0.3636 0.0428
H -21.067 -15.159 25.007 0.0954 0.2130 0.0429
H -21.436 -21.308 11.849 -0.0130 -0.3470 0.0598
H -14.809 -15.034 13.536 0.2858 -0.6294 -0.2244
H -15.746 -16.509 21.506 0.7292 0.3792 -0.1842
H -22.066 -14.631 19.167 0.1087 -0.1698 -0.1030
H -16.520 -15.155 20.654 0.0207 0.0023 0.0100
H -24.452 -18.002 11.312 0.2355 -0.2571 0.4847
H -21.086 -12.610 15.859 0.3973 -0.5445 0.1456
H -24.618 -15.668 18.083 -0.2495 0.0519 -0.2281
H -22.350 -22.914 17.398 -1.0437 0.3344 -0.5309
H -30.096 -13.220 12.112 -0.0940 0.4026 0.2764
H -32.490 -10.008 17.217 0.2653 0.0461 -0.1946
H -19.747 -21.531 7.310 -0.3515 0.3062 -0.0066
H -22.230 -19.229 12.716 0.3042 0.1408 -0.7039
H -23.602 -10.746 21.279 0.1049 0.3859 0.1265
H -20.996 -23.004 10.293 0.2156 -0.3158 0.0173
H -24.795 -14.616 26.065 0.2882 0.5371 -0.9183
H -12.632 -22.525 19.300 0.5383 0.6182 0.0010
H -24.465 -19.322 22.344 0.3063 -0.1521 0.0275
H -23.254 -15.617 22.137 -0.3291 0.0473 0.1082
H -15.918 -14.874 22.314 0.1067 -0.2979 0.0639
H -17.413 -17.384 17.049 0.2154 -0.6280 -0.1275
H -28.611 -11.088 19.232 0.0369 -0.1594 0.3552
H -19.117 -12.758 13.471 0.0479 -0.0462 0.0547
H -29.085 -16.890 17.647 0.3837 0.0920 -0.3386
H -26.374 -15.243 25.938 -0.2710 -0.3385 -0.4671
H -25.381 -10.933 13.586 0.2380 0.1488 0.4441
H -22.056 -21.524 24.020 -0.2198 -0.5074 0.5068
H -16.948 -14.412 16.869 0.0884 -0.0008 0.5087
H -31.182 -16.579 18.749 -0.0874 -0.3905 0.0272
H -18.133 -13.921 19.343 0.3214 0.3832 0.1862
H -30.109 -19.516 16.059 -0.0216 0.3512 0.1102
H -22.406 -19.949 23.578 -0.4041 0.2408 -0.4987
H -22.228 -17.062 9.878 -0.5343 -0.5034 -0.1356
H -22.050 -14.103 11.536 -0.4256 0.3910 -0.2234
H -28.525 -21.131 14.270 0.2491 -0.1049 0.0988
H -25.721 -20.501 20.262 -0.3458 -0.3936 0.4442
H -20.630 -9.946 18.009 -0.0106 0.0578 0.2159
H -19.594 -17.244 12.666 -0.1231 -0.0681 -0.0017
H -20.934 -14.426 23.399 0.1727 -0.2525 -0.0138
H -19.348 -19.822 13.308 -0.1670 0.1910 -0.1924
H -19.067 -21.039 15.344 0.1259 -0.3521 0.3441
H -22.331 -11.196 7.331 -0.2149 0.2866 0.2765
H -23.189 -22.569 22.103 0.1371 -0.1016 -0.1376
H -22.946 -14.313 17.639 0.4556 0.1280 -0.2166
H -25.380 -19.573 23.825 0.3700 -0.1240 0.3245
H -17.823 -17.551 20.532 -0.2274 0.1757 -0.3695
H -17.839 -12.301 21.701 0.1624 0.0943 0.3893
H -30.771 -12.162 18.998 -0.9623 -0.3612 -0.4505
H -15.935 -17.038 18.933 0.0792 -0.1838 -0.0979
H -23.841 -12.446 21.171 -0.4984 -0.2730 0.2934
H -26.254 -14.101 16.605 -0.4227 -0.2816 -0.4463
H -24.334 -10.769 9.447 -0.1280 0.8930 0.3103
H -23.644 -14.288 14.160 -0.2369 0.4759 -0.0696
H -26.780 -11.309 12.673 0.0553 0.4299 -0.5842
H -25.646 -21.475 16.081 -0.4900 0.3474 -0.0890
H -26.703 -19.126 13.747 -1.2720 -0.8741 0.1572
H -26.674 -8.966 15.613 -0.0877 0.1040 -0.8478
H -19.682 -14.616 19.287 -0.3713 -0.0206 0.5128
H -27.406 -18.734 11.064 -0.0538 -0.0616 0.2380
H -28.564 -12.811 18.804 -0.9277 -0.0852 0.3572
H -22.727 -12.105 14.130 -0.2805 -0.0092 0.0719
H -24.000 -16.086 19.664 0.0382 -0.4012 0.0307
H -25.559 -11.347 23.040 -0.6343 -0.1175 0.0398
H -23.853 -22.107 14.601 -0.5556 -0.1088 0.7265
H -24.204 -16.359 8.149 -0.4610 -0.2342 -0.1606
H -24.402 -12.772 9.834 -0.4135 -0.0554 0.0168
H -26.622 -11.776 10.111 -0.0953 0.2468 0.2261
H -32.736 -10.430 18.907 0.1160 -0.7139 0.0312
H -22.801 -17.250 21.680 0.2833 -0.1454 -0.1006
H -28.585 -20.277 19.830 -0.0456 -0.2134 -0.1955
H -14.738 -15.984 16.477 0.0220 0.2888 0.5282
H -32.274 -8.864 18.587 0.6143 0.2633 -0.4631
H -21.656 -12.068 9.715 -0.0563 -0.1711 0.1579
H -29.779 -15.462 13.495 -0.0985 0.1078 0.2920
H -19.850 -21.260 20.345 0.4642 -0.6484 0.0755
H -19.838 -12.289 23.326 0.9723 -0.1861 0.3318
H -28.889 -16.389 19.276 -0.0080 -0.0651 0.2162
H -27.207 -16.849 21.694 -0.3608 0.1911 -0.0425
H -27.778 -18.737 16.789 -0.0136 0.1230 -0.0474
H -22.438 -12.915 7.421 0.2644 -0.2165 0.3499
H -27.974 -9.549 17.507 0.0422 0.3228 -0.2478
H -28.740 -12.025 12.048 -0.1727 -0.0154 -0.0332
H -21.506 -12.044 12.909 0.2874 0.2199 -0.1235
H -25.948 -10.539 16.008 0.3389 0.0656 0.0115
H -21.687 -11.785 20.450 0.0355 -0.6852 -0.2632
H -27.749 -19.450 21.119 -0.2455 0.0166 0.3877
H -26.513 -21.186 18.861 -0.2057 0.1112 -0.5199
H -22.465 -14.419 24.231 -0.3704 -0.3615 -0.1581
H -26.348 -11.681 18.328 -1.1333 0.0262 -0.8571
H -21.119 -21.963 16.708 0.4071 0.5363 -0.1214
H -23.214 -15.757 16.010 0.1578 0.2343 -0.0767
H -15.187 -23.418 16.887 -0.4034 0.0248 0.6915
H -22.425 -12.959 18.722 -0.3120 -0.0118 -0.0993
H -19.094 -10.655 22.927 -0.0837 -0.1262 0.4072
H -17.302 -16.904 23.006 -0.1605 0.0832 0.3012
H -20.543 -18.642 18.367 0.0595 -0.2265 -0.3028
H -23.945 -15.892 9.764 -0.1989 0.0476 0.5834
H -26.625 -14.624 19.232 -0.2375 0.0343 -0.1998
H -18.230 -15.126 12.465 -0.2912 0.0697 -0.5486
H -20.832 -17.115 9.295 0.2409 0.0849 -0.1580
H -27.346 -15.541 23.608 0.1993 0.5773 0.6232
H -30.697 -19.847 11.700 -0.3448 0.1362 -0.0966
H -25.527 -17.069 21.748 0.4994 0.0513 -0.0490
H -26.611 -16.358 19.461 0.2584 -0.1601 0.3717
H -25.520 -16.691 9.379 -0.0427 0.2714 -0.1966
H -19.698 -23.380 19.736 0.0644 -0.1147 -0.2609
H -26.521 -17.056 23.964 -0.0336 -0.1362 0.1575
H -26.103 -13.212 14.995 -0.7148 -0.1997 0.0015
H -19.132 -17.824 21.651 0.4271 -0.1593 0.8227
H -25.237 -14.770 21.498 0.2720 0.6964 -0.3657
H -25.439 -19.028 10.299 -0.1686 0.0946 -0.4132
H -19.554 -12.909 18.919 0.0969 0.2140 -0.0717
H -15.779 -14.203 12.419 -0.8757 0.3090 0.0540
H -28.999 -19.023 10.375 -0.0429 -0.0403 -0.3223
H -24.773 -13.456 16.017 0.4797 -0.0361 0.1974
H -31.311 -16.039 16.311 0.0801 -0.1655 0.1179
H -19.303 -19.721 20.636 0.2558 0.4670 0.1953
H -25.236 -13.074 22.876 0.4643 -0.1372 0.0413
H -15.625 -16.893 15.391 -0.0906 -0.5435 -0.1088
H -28.156 -20.425 17.140 0.0535 -0.0356 -0.0711
H -28.734 -17.599 11.346 -0.1346 0.1211 0.4778
H -22.621 -22.522 10.130 -0.2032 0.2248 -0.7408
H -28.848 -18.569 20.043 0.5997 0.4405 -0.5240
H -17.454 -16.584 11.731 -0.0552 -0.0870 -0.1672
H -28.390 -12.141 14.246 0.1136 0.4136 0.2725
H -21.450 -10.964 23.145 -0.4098 0.3468 0.0473
H -28.453 -15.248 18.073 -0.5202 0.2971 -0.4872
H -23.122 -20.441 25.024 -0.1203 -0.5299 0.1725
H -28.004 -12.276 16.641 -0.2245 -0.5134 0.0027
H -28.318 -15.854 12.645 0.2297 -0.1121 0.1005
```
Forces are in eV/Å.

Mulliken population analysis, charges in e, atoms 1 to 99: -0.51, 0.98, -0.10, -0.59, -0.63, -0.77, -0.51, -0.49, -0.40, -0.15, -0.17, -0.88, 2.08, -0.42, 0.67, -0.18, -0.54, -0.41, 0.52, -0.32, -0.25, 0.84, -0.49, -0.59, -0.62, 0.00, -0.39, -0.22, -0.34, -0.61, 0.03, 1.25, -0.88, -0.99, -0.47, 1.21, -0.20, 1.64, -0.07, 0.79, -0.56, 0.53, -0.07, -0.44, 0.12, 1.13, -0.25, 0.53, 0.39, 0.29, -0.46, -1.10, -1.05, 0.43, -0.14, 0.02, -0.56, 0.43, -1.40, -1.03, -0.78, -1.49, -0.08, -0.52, -0.87, -1.15, 0.03, -0.22, -0.75, -0.24, -0.35, -0.96, 1.43, -1.17, -1.69, -0.24, -0.85, -0.82, -0.25, -1.44, 0.50, -0.76, -0.29, -1.25, -1.70, -0.65, 0.78, 0.97, -0.97, -0.56, -0.84, 1.03, -1.42, -0.40, -0.91, -1.34, -1.20, 0.47, 1.51